Entry from the Open Molecules 2025 dataset: the molecule C3H3I2N (wB97M-V/def2-TZVPD).

```
9
Properties=species:S:1:pos:R:3:forces:R:3
C -0.569 1.612 1.324 0.896 1.157 -0.931
C -0.312 -1.302 0.362 0.292 -1.075 -2.914
C 0.274 2.012 0.303 -0.204 -0.486 1.203
N -1.195 1.261 2.265 0.119 0.948 -0.316
I -1.592 -1.133 1.837 -0.252 -1.025 -0.149
I 2.277 2.295 0.885 -0.346 -0.157 -0.188
H -0.683 -1.303 -0.775 0.747 0.160 2.947
H 0.605 -1.910 0.569 -0.895 0.945 -0.164
H 0.035 2.540 -0.622 -0.356 -0.467 0.511
```
Positions in Å, forces in eV/Å.

As for the HOMO energy (alpha / beta): -7.93 / -8.27 eV. The frontier orbital gap (alpha / beta) is 6.428 / 7.405 eV.



Entry from the Open Molecules 2025 dataset: a structure of composition C3H3I3O (wB97M-V/def2-TZVPD).

```
10
Properties=species:S:1:pos:R:3:forces:R:3
C -1.150 0.910 -0.556 -3.796 -2.744 2.936
C -0.773 -0.060 0.256 3.405 -1.532 -0.089
C 0.897 -0.514 0.319 -1.416 -0.320 1.786
O 1.592 0.639 0.097 0.756 0.914 0.161
I -3.192 1.399 -0.789 0.728 0.050 -0.108
I -1.935 -1.418 1.258 -0.193 -0.109 0.216
I 1.295 -1.982 -1.245 -0.158 -0.002 -0.035
H -0.490 1.437 -1.051 3.130 2.793 -2.562
H 1.235 -1.145 1.294 -1.273 1.819 -2.076
H 2.521 0.735 0.417 -1.182 -0.869 -0.229
```
Positions in Å, forces in eV/Å.

As for the HOMO energy: -9.05 eV. The frontier orbital gap is 9.097 eV.



Entry from the Open Molecules 2025 dataset: a structure of composition C3H3IO3S (wB97M-V/def2-TZVPD).

```
11
Properties=species:S:1:pos:R:3:forces:R:3
C -0.668 1.181 -0.999 1.290 -0.341 -0.371
C -0.038 0.281 -0.493 -0.669 1.553 -1.599
C 0.792 -0.665 0.087 1.841 -4.335 0.767
O -0.892 2.094 1.607 -0.075 -0.153 0.117
O -2.612 0.617 0.620 -0.141 0.091 0.629
O -0.739 -0.328 1.863 -0.308 -0.551 1.201
S -1.341 0.791 1.247 -1.878 1.369 0.171
I 2.500 -1.001 -1.329 -0.741 0.061 0.656
H -0.939 2.095 -1.469 -0.605 0.037 0.075
H 0.257 -1.742 0.265 1.512 2.791 -0.545
H 1.241 -0.295 1.040 -0.226 -0.523 -1.100
```
Positions in Å, forces in eV/Å.

As for the HOMO energy: -10.08 eV. The frontier orbital gap is 9.415 eV.



Computed total energy (Eh) in order:
-766.0747, -1084.3573, -1037.5665
Computed energy above the lowest of the compared OMol25 structures with the same formula, charge and spin (kcal per mole) in order:
95.0, 23.5, 47.4